[1]
The following is a quantum chemistry calculation of a structure of composition C28H56AsF6O14S7, from the Open Molecules 2025 dataset.

As for the gap between HOMO and LUMO: 7.1 eV. As for the charge: -1.

Cartesian coordinates (Å):
1 H -3.783 2.831 -3.226
2 H 2.823 -2.278 0.492
3 C 4.218 0.923 0.384
4 H 1.460 2.933 1.824
5 H -2.044 2.006 -0.692
6 C -2.664 -1.248 4.688
7 C 3.002 -0.070 0.426
8 H -3.226 0.995 -1.562
9 H -0.426 1.681 3.876
10 H 1.408 -4.595 -1.809
11 H -2.030 3.121 0.586
12 C -0.866 -2.385 -2.874
13 H -0.689 -1.367 -3.221
14 H -3.186 -1.416 1.336
15 H -1.437 4.290 -2.122
16 C 0.216 2.458 3.460
17 H 0.475 -2.923 4.411
18 S -0.531 -3.338 -4.363
19 H 1.639 -5.338 3.470
20 H 2.624 -0.119 1.447
21 H -3.704 -1.061 4.955
22 C -3.914 2.857 -0.502
23 H -3.901 2.623 0.563
24 O -2.616 5.237 0.082
25 C 0.728 0.746 -3.635
26 H 0.957 2.908 4.121
27 C 1.228 -3.776 -3.931
28 F -0.524 -1.747 0.604
29 F -1.687 0.569 0.689
30 H 0.031 -4.748 2.896
31 C 0.830 2.109 2.158
32 C 0.814 3.091 -2.269
33 O -0.537 -2.296 -5.366
34 H 4.343 1.327 1.389
35 H -2.199 -1.881 5.443
36 O 2.910 1.239 -2.102
37 H -1.160 3.618 -2.850
38 H 5.015 -2.164 1.323
39 H 1.178 0.294 -4.518
40 H -0.838 0.974 1.272
41 As -0.698 -0.331 -0.523
42 O -4.732 5.382 -1.189
43 C -2.502 4.270 -2.353
44 H 1.695 -2.865 -4.305
45 H 0.228 1.708 0.121
46 C -2.005 0.058 4.174
47 H -1.890 -2.674 -2.638
48 C 0.668 -2.705 1.093
49 S 1.336 -4.430 1.252
50 C 1.378 -3.697 -2.426
51 S 2.074 1.922 -3.091
52 H 2.389 -3.314 -2.283
53 S -2.516 -2.323 3.198
54 H 1.277 4.069 -2.136
55 H -0.831 1.344 -4.758
56 H -2.646 4.941 -3.200
57 H -2.060 2.376 -3.377
58 H 0.606 2.602 -1.317
59 C -0.626 1.565 -3.710
60 S -3.550 4.653 -0.797
61 H 0.024 3.387 -4.165
62 O -0.581 4.952 3.057
63 H -2.139 0.851 4.909
64 H 3.262 -1.749 -1.093
65 O -1.192 -2.989 3.185
66 C 0.985 -1.998 2.531
67 F -2.232 -1.276 -1.021
68 H -0.926 -0.046 4.062
69 C -0.220 1.856 1.104
70 C 0.299 -2.706 -1.877
71 H -0.380 3.904 0.710
72 H -4.885 2.584 -0.914
73 O 6.496 0.220 1.475
74 F 0.225 -1.058 -1.842
75 S 5.741 -0.050 0.262
76 O -2.444 3.280 3.515
77 O -1.258 -4.615 -4.412
78 O 0.547 -5.450 0.575
79 H 0.152 -1.310 2.679
80 C -0.325 3.011 -3.203
81 H 1.255 1.110 2.255
82 H -0.362 -3.027 0.944
83 C -1.076 3.167 1.111
84 H 2.258 -2.936 4.139
85 H 1.524 -4.629 -4.542
86 F 0.753 0.428 0.099
87 C -2.878 2.014 -1.394
88 O 6.189 0.142 -1.122
89 H -0.061 -3.052 -0.908
90 H 1.867 -1.368 2.419
91 S -1.094 3.636 2.960
92 C -2.592 0.333 2.898
93 H 2.115 0.255 -0.118
94 H -1.460 1.272 -3.073
95 C 1.275 -3.055 3.683
96 H 0.614 0.144 -2.733
97 C -2.809 2.844 -2.737
98 H -2.086 1.063 2.266
99 C 3.381 -1.505 -0.038
100 O 2.610 2.540 -4.317
101 H 4.238 1.717 -0.362
102 H 1.049 -1.956 -1.629
103 O -3.776 -3.076 3.171
104 C 4.910 -1.710 0.337
105 C -2.451 -0.984 2.015
106 H -3.587 0.769 2.986
107 H -1.551 -1.075 1.406
108 H 1.039 -2.199 0.201
109 F -1.214 1.004 -1.688
110 C 1.082 -4.503 3.046
111 H 5.404 -2.458 -0.282
112 O 2.756 -4.340 0.882

Cartesian forces (eV/Å) of the 3 atoms listed first:
-0.182 -0.287 0.086
0.550 0.389 -0.072
-0.270 -0.933 1.211

[2]
The following is a quantum chemistry calculation of a structure of composition C28H56Br2O12, from the Open Molecules 2025 dataset.

As for the gap between HOMO and LUMO: 6.6 eV.

Cartesian coordinates (Å):
1 C 3.093 -0.718 0.060
2 C 1.497 -5.240 -4.905
3 H 0.727 0.000 -4.159
4 O -2.359 -0.505 1.214
5 C -4.260 -2.001 1.455
6 C -1.775 -1.014 5.758
7 C 0.955 -2.669 -2.180
8 H 0.843 -5.904 -5.471
9 H 3.969 -0.007 2.877
10 H -0.129 -2.503 0.995
11 C 5.919 -0.878 2.111
12 H 2.057 -4.603 -5.590
13 O -2.313 3.716 0.813
14 H 2.109 -0.025 -3.345
15 O 2.786 -1.891 0.117
16 H 1.884 1.325 -4.420
17 C 0.125 2.801 -2.924
18 H 0.094 -2.089 -2.511
19 H -5.017 -2.391 0.775
20 H -1.226 0.849 -0.479
21 C -1.697 -2.160 2.177
22 H -3.388 2.959 -0.483
23 H -1.244 -1.516 7.703
24 H -0.803 -2.758 2.352
25 H -2.603 -2.755 2.069
26 C 0.733 -4.328 -3.961
27 H -0.848 -0.599 3.362
28 H 1.268 1.922 0.411
29 C 0.771 1.479 -2.577
30 O 4.000 -0.128 0.867
31 H -1.548 -1.541 1.292
32 H 2.120 -5.864 -4.264
33 H -3.597 -2.851 1.616
34 H -4.025 0.985 -1.831
35 H 3.255 3.226 1.392
36 H -4.695 -1.550 2.348
37 O -0.939 -0.132 5.716
38 H -2.993 -1.764 7.345
39 C 4.339 -0.679 2.102
40 H -3.615 4.196 -1.795
41 H -3.107 1.966 0.971
42 C 2.167 -1.747 -1.825
43 H -4.804 2.383 0.223
44 O -2.328 -1.492 4.543
45 C -2.304 4.689 -3.405
46 H -0.575 0.393 1.128
47 C -3.591 0.895 -0.835
48 H 0.840 2.507 1.945
49 H -0.233 2.326 1.384
50 H 6.262 -1.447 1.247
51 C -2.571 4.484 -1.919
52 H 0.415 2.253 -0.232
53 H -2.533 0.704 -1.016
54 O -4.149 -0.270 -0.207
55 C -1.832 -1.055 3.253
56 O -0.499 -4.207 -4.042
57 H -2.490 -0.230 2.982
58 C 2.936 2.245 1.746
59 H 6.263 -1.400 3.005
60 C -3.517 -0.810 0.870
61 C 0.036 -0.964 -0.503
62 Br 1.117 0.006 2.242
63 H 3.026 -2.396 -1.654
64 C 1.380 0.720 -3.666
65 H 2.041 -1.128 -0.936
66 H -2.609 5.394 -1.320
67 C -0.367 0.448 0.060
68 H 0.585 -3.162 -1.281
69 O -1.630 3.456 -1.495
70 H 1.177 -2.669 -0.148
71 H 2.350 1.285 -0.616
72 C -1.541 3.281 -0.057
73 H 3.120 0.261 -1.851
74 C 1.513 1.796 1.466
75 H -1.399 5.260 -3.613
76 H 2.480 -1.229 -2.731
77 C -3.753 2.118 0.106
78 O 1.446 -3.703 -2.996
79 H -1.863 -2.937 6.785
80 O 0.631 0.993 -1.486
81 H 0.932 3.518 -3.079
82 H -0.585 3.127 -2.164
83 H 3.897 -1.623 2.422
84 C -1.973 -1.869 6.974
85 H 0.400 1.200 -0.124
86 H 1.587 -0.246 -1.304
87 H -3.112 5.245 -3.879
88 H -0.958 1.203 0.237
89 O -0.029 -1.207 -1.739
90 H 1.326 -1.543 1.132
91 Br 2.951 2.460 3.647
92 C 2.489 0.261 -0.963
93 H 6.427 0.086 2.099
94 C 0.602 -1.936 0.418
95 H -2.214 3.702 -3.859
96 H -0.368 2.632 -3.881
97 H 3.580 1.383 1.571
98 C -0.512 2.192 0.339

Cartesian forces (eV/Å) of the 3 atoms listed first:
2.408 0.631 1.565
0.037 0.346 0.877
-0.786 0.431 -0.109

[3]
The following is a quantum chemistry calculation of a structure of composition C28H56Cl3Ni2O21, from the Open Molecules 2025 dataset.

As for the spin multiplicity: 5. As for the gap between HOMO and LUMO (spin up / spin down): 7.5 / 5.5 eV. As for the charge: +1. Its expectation value of S² is 6.008.

Cartesian coordinates (Å):
1 C -4.745 1.142 6.622
2 H 2.818 -2.269 -3.905
3 C 0.985 -4.197 -2.133
4 C -6.822 -3.162 0.031
5 H -2.983 -3.151 3.970
6 C 6.824 -1.032 -3.719
7 C 2.582 -1.605 1.927
8 C -2.680 -2.111 3.848
9 H -1.632 -2.185 3.560
10 C -3.863 -0.505 5.073
11 H 1.954 2.336 -6.111
12 H -3.469 2.924 2.730
13 H -6.215 1.551 0.875
14 H -7.012 -4.074 -0.535
15 C 6.143 0.614 -0.309
16 H 3.476 1.715 2.278
17 H 1.508 6.384 -4.418
18 H 6.520 -1.948 -3.212
19 H -2.545 2.589 4.165
20 H -1.318 -5.863 -1.969
21 H -4.821 -3.113 0.662
22 O 1.936 -3.789 -2.983
23 H 5.105 -0.655 -5.117
24 O -3.863 -0.043 6.365
25 H -4.952 -2.505 -1.008
26 C 0.549 5.926 -4.174
27 H -6.165 0.242 2.039
28 O 5.497 -0.521 0.317
29 C 0.757 2.006 2.518
30 O -5.369 -1.225 0.539
31 C 3.587 0.914 -3.415
32 H -5.331 1.521 5.784
33 O 3.855 -1.598 1.294
34 Cl 0.226 -0.348 -0.657
35 H -5.490 0.862 7.367
36 H -7.051 -3.302 1.088
37 H -3.350 2.776 6.694
38 C -0.176 -7.796 -2.018
39 O -4.351 0.756 0.996
40 C -0.328 -6.253 -1.736
41 C -0.783 3.568 -2.176
42 H 2.568 -2.501 2.548
43 H 8.218 -0.420 -0.648
44 H -0.204 6.609 -4.566
45 C -2.451 2.860 3.114
46 Ni -1.315 -2.220 -0.652
47 H -7.523 -2.407 -0.326
48 H 1.968 2.893 -4.365
49 H 5.836 0.785 -1.341
50 H -0.659 -8.044 -2.962
51 H 5.968 0.722 -4.705
52 H -1.896 1.190 -2.720
53 H -1.567 2.079 1.331
54 H 3.472 3.302 3.026
55 H 7.451 -0.376 -3.115
56 C -1.595 1.862 2.399
57 H 8.136 1.139 -0.955
58 C 0.388 5.556 -2.625
59 O 3.297 1.284 -4.766
60 O 2.755 0.998 -2.494
61 C 2.207 -2.472 -3.026
62 O 1.773 2.144 3.429
63 O -2.870 -1.325 5.022
64 H -1.930 0.825 2.402
65 O 4.667 0.140 -3.242
66 H -3.139 -1.756 2.926
67 O -3.133 -0.944 0.023
68 O 0.940 2.201 1.287
69 H 0.823 -8.193 -2.202
70 C -5.585 1.064 1.619
71 H -4.717 2.997 7.667
72 H 1.180 4.919 -2.231
73 O 0.223 2.873 -1.863
74 H 2.636 -0.765 2.620
75 H -3.540 1.881 8.290
76 O -4.704 -0.203 4.246
77 Cl -2.459 -2.640 -2.670
78 C 2.111 2.071 -5.065
79 H -0.360 -6.063 -0.663
80 H 7.943 0.606 0.814
81 O -0.355 1.883 3.055
82 H -0.758 -8.439 -1.358
83 H 2.691 -2.125 -2.113
84 H 0.352 5.031 -4.764
85 O -0.853 4.922 -2.545
86 Cl -1.733 -3.798 1.083
87 H -5.512 1.789 2.430
88 C -2.559 1.995 -2.406
89 H 7.454 -1.239 -4.585
90 C 7.699 0.446 -0.236
91 H -3.105 2.148 -3.337
92 C 4.208 -0.407 0.599
93 H -3.243 1.571 -1.671
94 Ni 1.742 1.645 -0.643
95 H 1.308 -1.932 -3.325
96 C -5.414 -2.505 -0.021
97 H 0.459 6.520 -2.121
98 H 3.586 1.815 4.031
99 O 0.339 -3.509 -1.354
100 H 5.901 1.540 0.212
101 H -1.924 3.810 3.201
102 O 3.483 0.452 0.229
103 O -2.065 3.258 -1.970
104 O 0.782 -5.517 -2.325
105 H 1.773 -1.808 1.225
106 H 1.274 1.408 -4.844
107 C -4.006 2.226 7.368
108 C -4.155 -0.513 0.577
109 C 3.135 2.273 3.150
110 C 5.575 -0.188 -4.252

Cartesian forces (eV/Å) of the 3 atoms listed first:
-0.163 -0.699 1.477
0.651 -0.419 0.203
-1.858 -1.406 0.055

[4]
The following is a quantum chemistry calculation of a cluster of 2 separate species, C28H56FIN2O3 in total, from the Open Molecules 2025 dataset.

As for the gap between HOMO and LUMO: 5.1 eV.

Cartesian coordinates (Å):
1 H -2.020 -3.949 2.525
2 F 4.452 -3.067 3.864
3 C -2.158 -3.274 -8.125
4 H -3.664 2.440 6.796
5 H -0.113 1.060 -6.089
6 H -2.184 1.542 6.015
7 C -1.133 -3.101 -6.998
8 H -0.863 1.598 2.019
9 H 2.655 0.885 4.923
10 C -0.509 4.246 5.693
11 H -0.763 1.289 -3.653
12 H -4.222 -2.960 -8.653
13 O -2.432 1.273 8.190
14 O 3.389 2.651 3.145
15 H -1.694 -1.621 -3.892
16 H 0.677 4.908 7.572
17 H -0.842 -0.516 1.661
18 C 1.197 0.950 3.041
19 H 1.228 -2.891 -6.193
20 H -0.335 -2.217 3.747
21 H -0.845 1.424 3.939
22 C 1.402 -0.467 -7.920
23 C -0.969 0.541 -5.652
24 H -1.417 3.527 5.527
25 H -0.830 5.388 5.736
26 C -1.692 -2.944 1.974
27 H -0.409 1.181 7.254
28 H 4.788 -2.607 1.761
29 C 2.290 2.034 2.366
30 H 2.471 -2.217 2.007
31 H 2.222 -0.533 -8.643
32 H 2.842 -1.319 -6.537
33 H 1.181 3.159 6.980
34 H 0.659 -2.342 -8.687
35 C -0.112 3.409 3.085
36 O 2.129 2.281 1.040
37 N 1.347 -0.309 2.304
38 H -3.389 -1.480 -8.216
39 C 4.931 -2.106 2.810
40 H -2.398 -4.345 -8.161
41 C -1.423 -0.638 -6.518
42 H -0.425 3.596 9.285
43 H 4.137 -0.040 1.929
44 H -1.490 -0.695 -2.407
45 H 1.529 3.509 4.815
46 H 0.530 -1.822 -4.983
47 H 1.132 -0.352 5.042
48 H 0.303 3.933 2.094
49 C 3.941 -0.759 2.850
50 C 1.499 0.724 4.674
51 H 0.898 5.154 4.146
52 H -1.580 -3.273 -6.012
53 H -0.461 -0.972 -8.974
54 C 0.556 4.046 4.431
55 H -0.478 1.247 9.137
56 H 0.290 -0.053 -3.979
57 C 1.841 -0.873 -6.522
58 C -0.987 1.670 8.166
59 C -3.480 -2.538 -7.967
60 C -0.218 -2.455 2.585
61 H -3.873 -2.637 -6.951
62 H 1.057 0.573 -7.928
63 H -1.253 3.771 3.113
64 C -0.726 0.312 -4.154
65 C -1.724 -0.611 -3.473
66 H -2.743 -0.224 -3.569
67 C 0.266 -1.402 -8.279
68 H -3.706 0.533 6.523
69 H -2.506 -2.104 2.023
70 C -3.020 1.445 6.831
71 H 6.070 -1.808 2.963
72 H 2.177 -1.807 3.807
73 H -1.787 1.275 -5.708
74 C 2.380 -1.284 2.752
75 H 1.902 -0.001 -5.863
76 H -1.602 -3.252 0.825
77 H 0.525 -3.331 2.361
78 H -2.256 -1.139 -6.019
79 H -0.353 -3.860 -7.144
80 C 0.187 -1.040 1.783
81 C -0.835 3.313 8.208
82 C 0.819 -1.886 -6.030
83 N -0.411 -1.729 -6.937
84 C 0.262 3.884 7.121
85 H 4.205 -0.217 3.858
86 H -1.718 -3.037 -9.101
87 I 0.669 -1.552 -0.347
88 H -1.817 -0.224 -7.452
89 C -0.202 1.779 2.998
90 H 0.920 1.478 5.356
91 H -1.889 3.850 8.089

Cartesian forces (eV/Å) of the 3 atoms listed first:
0.470 2.412 -1.007
1.258 1.851 -2.071
-0.127 -0.026 0.119

| no. | maximum force (eV Å⁻¹) |
| --- | --- |
| 1 | 17.24 |
| 2 | 18.28 |
| 3 | 5.57 |
| 4 | 7.83 |